87
Properties=species:S:1:pos:R:3:lowdin_charge:R:1 method="wB97M-V/def2-TZVPD" molar_mass_g_mol=983.5 gap_ev="6.21 / 5.59" total_charge=+2 spin_multiplicity=3
W 0.72 -0.92 -0.22 1.2533
C -1.87 -0.11 3.95 0.0106
C -2.65 -0.21 2.67 -0.2567
N -3.96 -0.40 2.75 0.1492
C -4.66 -0.48 1.62 -0.0495
C -4.12 -0.38 0.34 -0.1070
C -5.01 -0.49 -0.87 -0.1745
O -4.93 0.69 -1.68 -0.0447
C -2.74 -0.18 0.23 -0.0361
C -2.05 -0.04 -1.12 -0.2258
N -0.95 -1.01 -1.31 -0.1928
C -1.14 -1.94 -2.37 -0.3775
C -1.65 -1.55 -3.61 -0.0298
C -1.81 -2.46 -4.64 -0.0515
C -1.45 -3.79 -4.46 -0.0626
C -0.94 -4.20 -3.24 -0.1337
C -0.80 -3.28 -2.22 -0.6276
I -0.04 -3.93 -0.39 1.1091
C -2.06 -0.11 1.42 -0.1876
O -0.64 0.07 1.37 -0.3040
H -2.56 -0.04 4.78 0.0961
H -1.22 0.76 3.95 0.0732
H -1.25 -1.00 4.10 0.0804
H -5.73 -0.64 1.73 0.1288
H -6.03 -0.69 -0.57 0.1301
H -4.70 -1.32 -1.51 0.1332
H -5.56 1.34 -1.35 0.1069
H -2.81 -0.26 -1.86 0.1051
H -1.91 -0.51 -3.77 0.1092
H -2.20 -2.12 -5.59 0.1168
H -1.58 -4.50 -5.27 0.1166
H -0.67 -5.24 -3.09 0.1013
N 3.74 -2.28 -0.28 0.1483
C 3.18 -2.36 0.97 -0.3039
C 3.93 -3.06 1.94 0.0173
C 3.41 -3.24 3.19 -0.0167
C 2.13 -2.73 3.49 -0.0279
C 1.49 -2.03 2.52 -0.1439
N 2.00 -1.82 1.27 -0.0912
C 3.33 -1.85 -1.54 -0.2845
C 4.27 -2.00 -2.58 0.0096
C 3.94 -1.61 -3.85 -0.0251
C 2.68 -1.05 -4.07 -0.0278
C 1.82 -0.92 -3.02 -0.1029
N 2.13 -1.32 -1.75 -0.0666
H 4.66 -2.70 -0.31 0.1428
H 4.90 -3.46 1.68 0.1284
H 3.97 -3.80 3.93 0.1288
H 1.67 -2.88 4.45 0.1223
H 0.50 -1.61 2.69 0.0935
H 5.24 -2.43 -2.36 0.1271
H 4.65 -1.72 -4.66 0.1264
H 2.36 -0.73 -5.05 0.1222
H 0.84 -0.49 -3.13 0.1018
C -1.75 4.62 3.73 -0.0353
C -2.56 3.95 2.81 -0.0381
C -2.01 3.02 1.95 -0.0594
C -0.64 2.72 2.01 -0.2779
C 0.17 3.41 2.92 -0.0626
C -0.39 4.36 3.77 -0.0450
P 0.04 1.50 0.89 0.9759
C 1.78 1.32 1.08 -0.3438
C 2.64 1.37 -0.03 -0.1073
C 4.00 1.14 0.14 -0.0592
C 4.51 0.87 1.39 -0.0488
C 3.66 0.81 2.50 -0.0480
C 2.31 1.03 2.36 -0.1034
C -0.54 2.02 -0.71 -0.2538
C -0.07 3.26 -1.13 -0.0644
C -0.57 3.86 -2.27 -0.0406
C -1.60 3.24 -2.96 -0.0232
C -2.09 2.01 -2.53 -0.0086
C -1.56 1.36 -1.42 -0.1407
H -2.18 5.35 4.39 0.1210
H -3.61 4.18 2.76 0.1198
H -2.65 2.55 1.21 0.1163
H 1.23 3.24 2.96 0.0994
H 0.25 4.89 4.46 0.1189
H 2.25 1.64 -1.01 0.1036
H 4.66 1.21 -0.72 0.1216
H 5.57 0.71 1.52 0.1199
H 4.08 0.61 3.48 0.1243
H 1.66 0.97 3.23 0.1194
H 0.68 3.79 -0.55 0.1239
H -0.18 4.81 -2.60 0.1207
H -2.03 3.71 -3.83 0.1226
H -2.92 1.55 -3.06 0.1161

---

86
Properties=species:S:1:pos:R:3:lowdin_charge:R:1 method="wB97M-V/def2-TZVPD" molar_mass_g_mol=975.3 gap_ev=5.54
Tl 3.15 -0.02 2.32 0.4898
N 1.53 -1.63 1.28 -0.3797
S 0.29 -2.00 0.66 0.7197
N -0.45 -1.05 -0.52 -0.3527
S -1.54 0.00 -0.29 0.8409
N -1.47 1.12 0.75 -0.3558
S -0.03 1.96 1.04 0.7153
N 0.98 1.33 1.85 -0.3738
C 0.43 2.46 -0.62 -0.3241
C -0.25 3.45 -1.33 -0.0743
C 0.21 3.77 -2.60 -0.0738
C 1.33 3.12 -3.13 -0.0691
C 1.99 2.14 -2.40 -0.0575
C 1.53 1.80 -1.14 -0.0927
C -0.77 3.45 1.70 -0.3150
C -2.11 3.55 2.05 -0.0681
C -2.56 4.72 2.65 -0.0742
C -1.68 5.77 2.89 -0.0779
C -0.34 5.65 2.54 -0.0654
C 0.12 4.48 1.94 -0.0626
C -3.13 -0.74 0.02 -0.3062
C -3.90 -0.37 1.11 -0.0602
C -5.13 -0.99 1.29 -0.0627
C -5.57 -1.94 0.39 -0.0664
C -4.79 -2.30 -0.70 -0.0567
C -3.56 -1.70 -0.89 -0.0645
C -1.77 0.65 -1.94 -0.3163
C -2.79 1.57 -2.10 -0.0698
C -3.04 2.07 -3.37 -0.0634
C -2.26 1.64 -4.44 -0.0658
C -1.23 0.73 -4.25 -0.0561
C -0.98 0.22 -2.99 -0.0543
C -1.05 -2.23 1.83 -0.3085
C -2.06 -3.17 1.68 -0.0667
C -3.03 -3.27 2.68 -0.0797
C -2.98 -2.43 3.79 -0.0807
C -1.96 -1.50 3.91 -0.0607
C -0.98 -1.39 2.93 -0.0704
C 0.31 -3.52 -0.29 -0.3050
C -0.36 -3.72 -1.49 -0.0741
C -0.24 -4.95 -2.13 -0.0716
C 0.54 -5.95 -1.58 -0.0751
C 1.21 -5.74 -0.38 -0.0623
C 1.10 -4.52 0.27 -0.0553
H -1.11 3.95 -0.91 0.1173
H -0.30 4.53 -3.18 0.1077
H 1.69 3.39 -4.11 0.1066
H 2.87 1.65 -2.79 0.0989
H 2.03 1.04 -0.54 0.0154
H -2.79 2.74 1.85 0.0863
H -3.60 4.82 2.94 0.1046
H -2.03 6.68 3.35 0.1050
H 0.35 6.46 2.73 0.1088
H 1.17 4.36 1.68 0.1240
H -3.52 0.37 1.81 0.1036
H -5.74 -0.72 2.14 0.1136
H -6.54 -2.41 0.53 0.1090
H -5.13 -3.04 -1.41 0.1116
H -2.93 -1.96 -1.73 0.1097
H -3.38 1.89 -1.25 0.1225
H -3.84 2.78 -3.52 0.1100
H -2.46 2.03 -5.43 0.1081
H -0.62 0.42 -5.09 0.1136
H -0.17 -0.47 -2.81 0.1136
H -2.10 -3.82 0.82 0.1144
H -3.82 -4.00 2.58 0.1096
H -3.73 -2.52 4.56 0.1058
H -1.91 -0.85 4.78 0.1110
H -0.16 -0.69 3.01 0.0822
H -0.94 -2.92 -1.92 0.0784
H -0.74 -5.11 -3.08 0.1053
H 0.63 -6.91 -2.08 0.1056
H 1.82 -6.52 0.04 0.1090
H 1.64 -4.31 1.18 0.1151
Se 4.52 0.06 -0.33 0.4330
C 6.40 -0.03 0.02 -0.7023
C 6.94 0.24 1.28 -0.1603
C 8.30 0.15 1.51 -0.1103
C 9.17 -0.20 0.48 -0.1234
C 8.65 -0.47 -0.77 -0.1126
C 7.28 -0.39 -1.00 -0.1601
H 6.27 0.52 2.09 0.0538
H 8.70 0.37 2.50 0.0947
H 10.24 -0.27 0.66 0.0892
H 9.31 -0.74 -1.59 0.0930
H 6.88 -0.60 -1.99 0.0827

---

91
Properties=species:S:1:pos:R:3:lowdin_charge:R:1 method="wB97M-V/def2-TZVPD" molar_mass_g_mol=1039.4 gap_ev=8.85 total_charge=+1
Pb -1.18 -0.05 2.64 1.2335
O -5.04 -0.90 4.53 0.0795
C -4.16 -0.75 3.72 -0.7110
O -2.93 -0.42 3.98 -0.3356
C -4.51 -0.89 2.22 -0.2405
P -3.11 -1.49 1.25 0.9632
C -3.17 -3.29 1.23 -0.3509
C -2.11 -4.01 1.76 -0.0855
C -2.15 -5.40 1.77 -0.0634
C -3.24 -6.06 1.24 -0.0634
C -4.30 -5.34 0.70 -0.0638
C -4.27 -3.96 0.69 -0.0749
C -3.37 -0.96 -0.47 -0.3818
C -2.32 -1.14 -1.37 -0.0859
C -2.43 -0.72 -2.68 -0.0648
C -3.59 -0.09 -3.11 -0.0778
C -4.64 0.10 -2.22 -0.0754
C -4.53 -0.33 -0.91 -0.0915
H -4.74 0.12 1.86 0.0667
H -5.41 -1.50 2.11 0.1026
H -1.25 -3.49 2.17 0.0632
H -1.32 -5.96 2.19 0.1095
H -3.27 -7.14 1.25 0.1108
H -5.16 -5.87 0.29 0.1112
H -5.10 -3.40 0.27 0.1116
H -1.40 -1.63 -1.03 0.0983
H -1.61 -0.87 -3.37 0.1099
H -3.68 0.23 -4.14 0.1095
H -5.56 0.57 -2.56 0.1116
H -5.37 -0.19 -0.23 0.1036
N -2.17 1.54 1.19 -0.4876
S -1.86 3.10 1.13 1.0458
C -1.50 3.51 -0.56 -0.4084
C -0.25 4.03 -0.84 -0.0836
C 0.08 4.30 -2.17 -0.0579
C -0.84 4.04 -3.17 -0.0545
C -2.09 3.52 -2.87 -0.0568
C -2.43 3.25 -1.56 -0.0702
C -3.41 3.96 1.36 -0.3911
C -3.51 5.30 0.99 -0.0749
C -4.70 5.96 1.23 -0.0581
C -5.76 5.31 1.84 -0.0600
C -5.64 3.98 2.22 -0.0536
C -4.45 3.30 1.98 -0.0711
H -2.80 1.25 0.44 -0.0153
H 0.45 4.22 -0.05 0.0869
H 1.05 4.71 -2.41 0.1074
H -0.58 4.25 -4.20 0.1131
H -2.80 3.33 -3.67 0.1120
H -3.41 2.85 -1.32 0.1151
H -2.69 5.80 0.50 0.1167
H -4.80 7.00 0.94 0.1137
H -6.68 5.84 2.03 0.1126
H -6.46 3.47 2.71 0.1156
H -4.32 2.27 2.30 0.0871
Cl 9.95 -3.47 -2.88 0.7035
C 8.48 -2.98 -2.12 -0.6591
C 8.26 -3.27 -0.79 -0.0864
C 7.07 -2.86 -0.21 -0.0171
C 6.09 -2.18 -0.92 -0.2038
C 4.81 -1.79 -0.21 -0.3037
C 3.57 -2.51 -0.72 -0.0633
N 2.50 -2.44 0.25 -0.0629
C 2.37 -3.18 1.40 -0.0426
C 1.25 -2.70 2.02 -0.1662
N 0.70 -1.68 1.28 -0.0560
C 1.48 -1.56 0.23 -0.1950
O 4.49 -0.42 -0.29 -0.1394
C 5.43 0.45 0.33 -0.1465
C 4.99 1.86 0.10 -0.2996
C 3.77 2.36 0.42 -0.9519
Cl 2.49 1.53 1.22 0.6747
S 3.59 4.01 0.02 0.9967
C 5.19 4.07 -0.60 -0.3965
C 5.81 2.87 -0.49 -0.1269
C 6.35 -1.91 -2.26 -0.5640
Cl 5.20 -1.06 -3.25 0.7508
C 7.53 -2.30 -2.87 -0.1207
H 9.01 -3.79 -0.22 0.1122
H 6.90 -3.07 0.84 0.1222
H 4.95 -2.06 0.85 0.1491
H 3.77 -3.55 -0.98 0.1481
H 3.23 -2.00 -1.62 0.1072
H 3.06 -3.96 1.66 0.1270
H 0.83 -3.03 2.96 0.1005
H 1.37 -0.83 -0.56 0.1326
H 6.43 0.29 -0.10 0.1333
H 5.49 0.23 1.40 0.1429
H 5.57 4.99 -1.01 0.0722
H 6.82 2.69 -0.84 0.1190
H 7.71 -2.07 -3.91 0.1085

---

103
Properties=species:S:1:pos:R:3:lowdin_charge:R:1 method="wB97M-V/def2-TZVPD" molar_mass_g_mol=1151.6 gap_ev="6.47 / 6.84" spin_multiplicity=6
Ru 0.70 -1.15 -0.56 1.0144
C -2.66 -2.85 2.06 -0.0098
N -3.16 -1.77 1.21 -0.1183
C -4.47 -1.22 1.53 -0.0200
C -2.39 -1.27 0.24 -0.4631
C -2.93 -0.13 -0.57 0.0257
O -1.28 -1.78 0.00 -0.2507
H -3.35 -3.70 2.01 0.0963
H -2.60 -2.50 3.09 0.0999
H -1.68 -3.15 1.72 0.0760
H -4.94 -1.87 2.26 0.0938
H -5.11 -1.19 0.65 0.0960
H -4.39 -0.22 1.95 0.0832
H -3.80 -0.45 -1.14 0.1068
H -2.16 0.21 -1.26 0.0537
H -3.22 0.70 0.08 0.0717
F -0.09 1.12 4.05 0.0471
C -0.15 2.45 4.25 -0.2334
C -0.52 3.30 3.23 -0.1571
C -0.58 4.64 3.55 -0.2345
F -0.93 5.54 2.61 0.0982
C -0.29 5.13 4.81 -0.1387
F -0.35 6.44 5.08 0.1246
C 0.10 4.25 5.80 -0.1331
F 0.39 4.70 7.02 0.1323
C 0.17 2.89 5.53 -0.1409
F 0.52 2.04 6.49 0.1151
Ge -1.05 2.64 1.43 0.9361
S 0.50 0.55 0.94 0.2780
C -2.89 3.48 1.24 -0.1438
C -3.33 4.36 0.27 -0.2185
F -2.46 5.05 -0.48 0.0996
C -4.68 4.62 0.04 -0.1407
F -5.06 5.48 -0.90 0.1248
C -5.63 3.98 0.81 -0.1367
F -6.93 4.22 0.60 0.1303
C -5.24 3.10 1.80 -0.1498
F -6.15 2.48 2.55 0.1140
C -3.89 2.87 1.99 -0.2574
F -3.54 1.98 2.95 0.0558
C 0.09 3.60 0.11 -0.1971
C -0.19 3.39 -1.23 -0.2658
F -1.29 2.67 -1.57 0.0670
C 0.59 3.86 -2.27 -0.1540
F 0.26 3.63 -3.54 0.1176
C 1.74 4.57 -1.97 -0.1443
F 2.52 5.03 -2.94 0.1300
C 2.07 4.79 -0.64 -0.1373
F 3.19 5.46 -0.35 0.1234
C 1.25 4.30 0.36 -0.2131
F 1.66 4.53 1.62 0.0995
O 3.01 -2.13 1.00 0.0888
C 2.06 -2.71 1.70 -0.5159
O 0.96 -2.93 1.22 0.0172
C 2.42 -3.04 3.14 -0.2182
N 3.85 -2.76 3.36 -0.0337
C 4.52 -4.07 3.47 -0.1851
C 3.48 -4.99 4.12 -0.1649
C 2.17 -4.54 3.47 -0.1110
H 1.80 -2.38 3.75 0.1663
H 3.97 -2.22 4.20 0.1268
H 3.76 -2.02 1.64 0.1180
H 5.44 -3.97 4.03 0.1190
H 4.77 -4.42 2.47 0.1216
H 3.46 -4.82 5.20 0.1124
H 3.69 -6.04 3.95 0.1115
H 1.31 -4.66 4.13 0.1151
H 1.97 -5.10 2.56 0.1193
C -2.90 0.10 -4.92 -0.0822
C -1.86 0.67 -4.21 -0.0789
C -1.02 -0.15 -3.46 -0.1345
C -1.20 -1.53 -3.40 -0.3187
C -2.26 -2.07 -4.13 -0.1092
C -3.10 -1.27 -4.88 -0.0886
Si -0.08 -2.62 -2.35 0.7118
C 1.26 -3.43 -3.39 -0.3174
C 2.60 -3.08 -3.35 -0.1029
C 3.53 -3.73 -4.15 -0.0876
C 3.13 -4.73 -5.02 -0.0955
C 1.79 -5.10 -5.08 -0.0934
C 0.87 -4.46 -4.26 -0.1178
H -3.56 0.73 -5.51 0.1023
H -1.69 1.74 -4.23 0.0982
H -0.19 0.32 -2.92 0.0745
H -2.45 -3.14 -4.10 0.0943
H -3.92 -1.72 -5.44 0.1006
H -0.92 -3.72 -1.80 -0.0083
H 2.93 -2.29 -2.69 0.0740
H 4.58 -3.44 -4.11 0.1002
H 3.86 -5.23 -5.65 0.0996
H 1.47 -5.88 -5.75 0.0999
H -0.17 -4.76 -4.31 0.0921
C 2.84 1.27 -3.12 -0.0370
C 2.58 0.87 -1.68 -0.5509
C 3.84 0.86 -0.83 -0.0509
O 2.02 -0.45 -1.69 -0.4381
H 3.23 2.29 -3.16 0.0778
H 1.92 1.23 -3.70 0.0720
H 3.57 0.61 -3.58 0.0850
H 1.85 1.56 -1.23 0.0722
H 4.59 0.21 -1.27 0.0844
H 3.61 0.51 0.18 0.0507
H 4.25 1.87 -0.76 0.0825

---

92
Properties=species:S:1:pos:R:3:lowdin_charge:R:1 method="wB97M-V/def2-TZVPD" molar_mass_g_mol=1120.8 gap_ev="5.73 / 4.91" total_charge=+2 spin_multiplicity=2
Ir 0.74 0.01 0.07 1.6489
O -0.32 4.98 2.59 0.0832
C -1.50 4.36 2.76 -0.2508
C -2.56 4.98 3.42 -0.0002
C -3.77 4.35 3.55 -0.0462
C -3.97 3.07 3.02 -0.0652
C -2.93 2.46 2.37 -0.0154
C -1.68 3.07 2.23 -0.0697
C -0.62 2.33 1.54 -0.3646
O -0.99 1.46 0.68 -0.0939
N 0.65 2.53 1.83 0.1371
N 1.40 1.75 1.04 -0.1109
C 2.67 1.97 0.99 -0.0199
C 3.42 1.14 0.08 -0.2362
C 4.78 1.29 -0.13 0.0300
C 5.39 0.54 -1.11 0.0076
C 4.63 -0.34 -1.86 -0.0066
C 3.29 -0.47 -1.57 -0.1186
N 2.68 0.24 -0.61 -0.0234
H -0.35 5.86 3.00 0.1227
H -2.42 5.98 3.82 0.1253
H -4.58 4.85 4.07 0.1192
H -4.92 2.58 3.14 0.1102
H -3.06 1.46 1.97 0.1021
H 3.11 2.76 1.58 0.1575
H 5.32 2.01 0.46 0.1379
H 6.45 0.65 -1.31 0.1331
H 5.06 -0.94 -2.65 0.1284
H 2.69 -1.18 -2.12 0.1058
C 2.28 2.47 -2.86 -0.0147
C 0.89 2.93 -2.49 -0.1994
C 0.60 4.29 -2.59 -0.0245
C -0.68 4.77 -2.39 -0.0371
C -1.71 3.88 -2.15 -0.0182
C -1.47 2.51 -2.03 -0.2084
C -2.65 1.59 -1.88 -0.0190
C -0.14 2.07 -2.12 -0.1915
N 0.15 0.67 -1.82 0.0184
C 0.12 -0.22 -2.75 -0.2488
C -0.18 0.05 -4.18 0.0364
C 0.35 -1.62 -2.28 -0.2731
C 0.36 -2.73 -3.28 0.0178
N 0.51 -1.77 -1.01 0.0221
C 0.35 -3.08 -0.40 -0.1720
C 1.36 -3.65 0.40 -0.1929
C 2.77 -3.13 0.47 -0.0355
C 1.07 -4.82 1.09 -0.0143
C -0.17 -5.42 1.00 -0.0276
C -1.13 -4.89 0.16 -0.0215
C -0.89 -3.72 -0.56 -0.2015
C -1.99 -3.27 -1.49 -0.0310
H 2.59 3.00 -3.77 0.1010
H 2.33 1.41 -3.07 0.0555
H 3.01 2.71 -2.09 0.0835
H 1.40 4.97 -2.88 0.1264
H -0.88 5.83 -2.48 0.1195
H -2.73 4.23 -2.08 0.1279
H -3.47 1.95 -2.51 0.0992
H -3.00 1.57 -0.85 0.0739
H -2.42 0.57 -2.20 0.0636
H -0.37 1.11 -4.34 0.1032
H -1.05 -0.53 -4.50 0.1121
H 0.66 -0.26 -4.80 0.1115
H 1.12 -2.51 -4.03 0.1114
H -0.59 -2.80 -3.80 0.1050
H 0.58 -3.69 -2.81 0.1087
H 3.27 -3.22 -0.50 0.0889
H 3.34 -3.74 1.18 0.0792
H 2.83 -2.11 0.82 0.0365
H 1.84 -5.26 1.71 0.1268
H -0.39 -6.32 1.56 0.1228
H -2.09 -5.37 0.05 0.1289
H -2.95 -3.30 -0.99 0.0909
H -2.05 -3.95 -2.34 0.1032
H -1.86 -2.26 -1.89 0.0607
I 3.21 -1.95 4.18 1.0137
C 1.20 -2.02 3.70 -0.6326
C 0.29 -2.70 4.54 -0.1943
C -1.05 -2.78 4.24 -0.6614
I -2.31 -3.81 5.53 0.9983
C -1.54 -2.18 3.05 -0.1884
C -2.88 -2.19 2.62 0.0042
C -3.23 -1.58 1.44 -0.0130
C -2.23 -0.97 0.66 -0.1208
N -0.98 -0.96 1.03 -0.0029
C -0.61 -1.52 2.22 -0.1345
C 0.76 -1.42 2.55 -0.4079
O 1.55 -0.73 1.74 -0.2824
H 0.67 -3.17 5.44 0.0896
H -3.63 -2.67 3.23 0.0777
H -4.25 -1.56 1.09 0.1258
H -2.48 -0.47 -0.26 0.0968

---

Calculated values (eV) of energy for the records, taken in order: -74869.2112, -152620.1738, -128520.7930, -173877.5638, -78281.4109.
Calculated values (kcal per mole) of energy above the lowest of the compared OMol25 structures with the same formula, charge and spin for the records, taken in order: 49.4, 0.0, 8.5, 12.5, 10.9.